[1]
Density functional theory data (ωB97M-V/def2-TZVPD) for a 6-piece molecular cluster, C6H23NO5 overall at a distorted geometry.

Calculated values
DFT total energy, Ha: -673.300830
Net charge: 0
HOMO, Eh: -0.3161
Relative energy (zero: lowest compared OMol25 entry of this formula, charge and spin), kJ/mol: 171.7
Spin multiplicity: 1

Cartesian coordinates (Å):
C -1.254 -1.148 -0.621
C -0.689 -0.086 -0.044
C -1.158 0.581 1.217
C -1.404 2.077 1.056
C -1.302 2.983 2.306
N 0.525 0.404 -0.637
C 1.483 1.391 -0.059
H -1.062 -1.730 -1.516
H -2.226 -1.401 -0.205
H -1.936 0.037 1.765
H -0.268 0.374 1.909
H -2.405 2.235 0.617
H -0.747 2.473 0.275
H -0.272 3.239 2.462
H -2.064 3.715 2.113
H -1.685 2.531 3.216
H 0.477 0.534 -1.635
H 1.115 2.398 -0.036
H 2.391 1.439 -0.670
H 1.807 0.924 0.889
O -0.680 -1.118 -3.907
H 0.190 -0.886 -3.567
H -1.283 -0.826 -3.213
O 2.067 -1.997 -0.131
H 1.514 -1.324 -0.569
H 2.961 -2.092 -0.486
O 0.128 -3.446 1.329
H 1.063 -3.436 1.078
H -0.218 -2.793 0.699
O 1.647 0.284 -3.911
H 1.646 -0.620 -4.251
H 1.358 0.774 -4.699
O 0.134 -1.406 3.134
H -0.320 -2.071 3.670
H 0.468 -2.013 2.423

[2]
Density functional theory data (ωB97M-V/def2-TZVPD) for C24H50N2O40PS10 as an isolated structure at a distorted geometry.

Calculated values
DFT total energy, Ha: -8386.166729
Net charge: +1
HOMO, Eh: -0.3800
Spin multiplicity: 1

Cartesian coordinates (Å):
N 0.079 3.597 1.256
P 0.190 4.833 0.312
C 0.864 6.287 1.235
C 0.797 7.601 0.427
C 2.188 8.245 0.647
C 3.018 7.040 0.833
N 2.316 6.031 1.166
H 0.686 2.833 0.987
H 1.112 4.597 -0.729
H -1.070 5.128 -0.233
H 0.476 6.284 2.247
H -0.072 8.193 0.675
H 0.742 7.269 -0.610
H 2.144 8.909 1.506
H 2.419 8.777 -0.270
H 4.086 6.921 0.739
H 2.732 5.109 1.343
C 2.106 2.977 4.175
C 1.010 3.234 5.179
O 1.678 3.109 6.442
S 3.172 3.641 6.330
O 3.221 4.964 6.833
O 4.056 2.621 6.754
O 3.267 3.645 4.734
H 2.322 1.910 4.088
H 1.883 3.377 3.194
H 0.207 2.508 5.110
H 0.595 4.240 5.093
C 5.987 -1.107 6.786
C 5.823 0.155 5.978
O 6.827 0.051 4.950
S 7.012 -1.474 4.534
O 6.258 -1.638 3.347
O 8.383 -1.825 4.614
O 6.254 -2.113 5.787
H 6.833 -1.053 7.474
H 5.089 -1.364 7.340
H 5.986 1.069 6.540
H 4.842 0.188 5.511
C 0.668 -0.409 3.051
C 0.906 -1.585 3.966
O 2.062 -2.228 3.435
S 3.034 -1.152 2.754
O 4.033 -0.755 3.681
O 3.378 -1.632 1.475
O 1.975 0.071 2.723
H 0.171 -0.707 2.124
H 0.090 0.375 3.534
H 0.071 -2.279 3.999
H 1.141 -1.250 4.980
C 0.051 -0.075 -2.381
C 1.468 0.262 -2.769
O 1.879 1.260 -1.805
S 1.164 0.959 -0.415
O 2.046 0.245 0.438
O 0.540 2.162 0.030
O 0.059 -0.055 -0.936
H -0.654 0.682 -2.731
H -0.260 -1.047 -2.739
H 1.547 0.657 -3.768
H 2.127 -0.602 -2.662
C -3.016 -2.934 1.982
C -3.506 -3.720 0.785
O -3.775 -2.705 -0.200
S -2.756 -1.500 -0.040
O -1.684 -1.648 -0.955
O -3.492 -0.290 0.030
O -2.215 -1.879 1.419
H -3.841 -2.478 2.534
H -2.416 -3.537 2.659
H -4.402 -4.291 0.992
H -2.738 -4.382 0.396
C -5.387 -5.269 -4.321
C -6.466 -5.518 -3.294
O -5.891 -6.488 -2.401
S -4.322 -6.254 -2.300
O -4.035 -5.486 -1.136
O -3.662 -7.483 -2.539
O -4.164 -5.298 -3.563
H -5.349 -6.065 -5.065
H -5.497 -4.312 -4.821
H -7.382 -5.894 -3.732
H -6.682 -4.613 -2.722
C 2.151 0.477 -8.151
C 3.310 -0.318 -7.588
O 2.816 -0.806 -6.328
S 1.251 -1.090 -6.438
O 1.031 -2.465 -6.684
O 0.610 -0.426 -5.355
O 0.988 -0.283 -7.785
H 2.078 1.462 -7.687
H 2.200 0.587 -9.230
H 4.200 0.284 -7.435
H 3.554 -1.176 -8.216
C -2.113 1.801 -3.352
C -0.909 2.493 -2.760
O -0.780 3.711 -3.506
S -2.235 4.227 -3.931
O -2.652 5.211 -2.995
O -2.230 4.482 -5.322
O -3.027 2.878 -3.627
H -1.869 1.301 -4.291
H -2.566 1.087 -2.671
H -0.002 1.901 -2.842
H -1.084 2.753 -1.712
C -10.316 -7.310 -0.331
C -11.081 -8.217 -1.270
O -11.052 -7.521 -2.527
S -9.687 -6.716 -2.666
O -8.775 -7.490 -3.429
O -9.982 -5.370 -2.999
O -9.246 -6.790 -1.136
H -10.929 -6.474 0.008
H -9.914 -7.837 0.529
H -12.107 -8.382 -0.956
H -10.580 -9.178 -1.399
C 5.674 0.512 1.224
C 6.326 1.826 1.595
O 5.651 2.802 0.755
S 4.152 2.347 0.532
O 3.311 3.045 1.459
O 3.851 2.379 -0.852
O 4.286 0.864 1.026
H 6.061 0.114 0.287
H 5.764 -0.240 2.003
H 7.394 1.840 1.404
H 6.139 2.087 2.637

[3]
Density functional theory data (ωB97M-V/def2-TZVPD) for a 2-piece molecular cluster, C4H3NO2S overall at a distorted geometry.

Calculated values
DFT total energy, Ha: -757.524152
Net charge: -2
HOMO, Eh: 0.0552
Relative energy (zero: lowest compared OMol25 entry of this formula, charge and spin), kJ/mol: 180.8
Spin multiplicity: 1

Cartesian coordinates (Å):
C 2.054 0.040 2.047
C 0.887 0.431 1.491
C -0.845 0.876 -0.855
C -1.634 -0.972 -2.398
N -0.915 -0.250 -1.165
O -1.935 -2.123 -2.129
O -1.724 -0.230 -3.358
S -1.015 2.450 -0.549
H 1.960 -0.475 3.013
H 3.133 0.308 1.890
H 0.036 -0.056 2.014

[4]
Density functional theory data (ωB97M-V/def2-TZVPD) for C5H7NO in the gas phase.

Calculated values
DFT total energy, Ha: -324.615826
Net charge: 0
HOMO, Eh: -0.3277
Relative energy (zero: lowest compared OMol25 entry of this formula, charge and spin), kJ/mol: 285.2
Spin multiplicity: 1

Cartesian coordinates (Å):
O -0.975 -2.494 -1.010
C -1.041 -1.505 -0.337
C -1.703 -0.226 -0.057
C -0.412 -0.666 0.703
C 0.903 -0.031 0.353
C 1.072 1.414 0.077
N 1.007 0.452 -1.018
H -2.628 -0.236 0.515
H -1.611 0.568 -0.796
H -0.550 -0.939 1.749
H 1.766 -0.549 0.773
H 2.032 1.871 0.315
H 0.218 2.084 0.145
H 1.922 0.257 -1.411